1.
46
Properties=species:S:1:pos:R:3:nbo_charge:R:1 method="wB97M-V/def2-TZVPD" molar_mass_g_mol=287.4 energy_ha=-902.355079 relative_energy_kj_mol=5.5 gap_ev=9.3 smiles="CCCCn1c([C@H](C)NC(=O)CCC)nc2ccccc21"
C -1.655 1.978 3.000 -0.609
C -2.195 1.491 1.660 -0.402
C -2.102 2.551 0.560 -0.404
C -0.682 2.714 0.003 -0.209
N -0.270 1.557 -0.748 -0.363
C 0.533 0.520 -0.362 0.410
C 1.277 0.449 0.936 -0.107
C 2.639 1.141 0.799 -0.599
N 1.454 -0.945 1.281 -0.616
C 0.902 -1.483 2.389 0.692
O 0.360 -0.804 3.241 -0.649
C 1.035 -2.988 2.551 -0.490
C 1.639 -3.770 1.390 -0.409
C 1.663 -5.264 1.698 -0.596
N 0.643 -0.415 -1.266 -0.523
C -0.129 -0.007 -2.323 0.169
C -0.373 -0.612 -3.550 -0.225
C -1.198 0.049 -4.435 -0.227
C -1.769 1.284 -4.122 -0.217
C -1.540 1.901 -2.909 -0.238
C -0.716 1.241 -2.011 0.082
H -0.666 2.417 2.896 0.189
H -2.315 2.731 3.427 0.199
H -1.574 1.145 3.693 0.236
H -3.242 1.207 1.786 0.209
H -1.655 0.595 1.348 0.203
H -2.763 2.276 -0.264 0.212
H -2.434 3.514 0.953 0.206
H 0.029 2.882 0.813 0.211
H -0.649 3.580 -0.667 0.211
H 0.706 0.899 1.753 0.249
H 2.511 2.192 0.553 0.208
H 3.186 1.061 1.735 0.222
H 3.215 0.666 0.008 0.216
H 1.744 -1.529 0.512 0.422
H 0.031 -3.363 2.768 0.229
H 1.628 -3.152 3.456 0.229
H 2.662 -3.433 1.206 0.199
H 1.051 -3.606 0.484 0.205
H 2.254 -5.462 2.590 0.202
H 0.655 -5.636 1.868 0.203
H 2.097 -5.818 0.869 0.211
H 0.074 -1.563 -3.791 0.220
H -1.409 -0.393 -5.398 0.212
H -2.407 1.767 -4.848 0.213
H -1.984 2.858 -2.676 0.214


2.
16
Properties=species:S:1:pos:R:3:nbo_charge:R:1 method="wB97M-V/def2-TZVPD" molar_mass_g_mol=103.1 energy_ha=-363.049195 relative_energy_kj_mol=95.4 gap_ev=10.9
C 0.156 -2.003 0.552 -0.628
C -0.045 -0.512 0.882 -0.216
N 0.280 0.426 -0.241 -0.544
C -1.022 0.383 -1.568 0.967
O -1.596 -0.663 -1.484 -0.635
O -0.912 1.439 -2.121 -0.637
C 0.465 1.882 0.037 -0.422
H 1.194 -2.251 0.297 0.200
H -0.096 -2.611 1.432 0.223
H -0.493 -2.334 -0.263 0.248
H -1.096 -0.367 1.153 0.212
H 0.570 -0.257 1.753 0.188
H 1.111 0.061 -0.706 0.390
H 0.560 2.461 -0.891 0.252
H -0.428 2.285 0.526 0.212
H 1.353 2.061 0.641 0.190


3.
28
Properties=species:S:1:pos:R:3:nbo_charge:R:1 method="wB97M-V/def2-TZVPD" molar_mass_g_mol=250.7 total_charge=+1 energy_ha=-1546.631657 gap_ev=8.6
C -1.723 0.076 2.654 -0.655
C -1.738 1.144 1.410 -0.431
C -0.637 0.803 0.214 -0.305
N 0.271 -0.270 0.771 -0.408
Cl 1.559 0.640 1.557 0.211
C 0.962 -1.080 -0.302 0.723
N 2.455 -0.879 -0.474 -0.789
S 2.915 -0.598 -2.135 2.193
O 1.874 0.165 -2.988 -0.772
O 4.243 0.245 -2.087 -0.747
F 3.361 -2.092 -2.906 -0.455
N 0.331 -2.035 -1.107 -0.501
C -1.145 -2.339 -0.977 -0.477
H -2.750 0.230 3.236 0.245
H -1.699 -1.053 2.342 0.207
H -0.875 0.372 3.427 0.232
H -1.476 2.204 1.878 0.243
H -2.839 1.241 0.992 0.236
H -0.112 1.813 -0.057 0.293
H -1.275 0.440 -0.719 0.228
H 2.871 -1.829 -0.234 0.449
H 0.863 -2.607 -1.830 0.468
H -1.374 -3.491 -0.908 0.270
H -1.693 -1.799 -0.097 0.266
H -1.669 -1.954 -1.978 0.260
O -0.428 3.883 0.197 -0.957
H -0.100 4.564 0.802 0.489
H -0.173 4.206 -0.680 0.484


4.
9
Properties=species:S:1:pos:R:3:nbo_charge:R:1 method="wB97M-V/def2-TZVPD" molar_mass_g_mol=92.1 energy_ha=-623.303216 relative_energy_kj_mol=409.5 gap_ev=9.8
O -1.277 -0.158 1.576 -0.613
N 0.060 -0.683 1.532 -0.169
C 0.477 -0.271 0.399 0.205
N -0.098 0.606 -0.686 -0.717
S 0.278 -0.397 -2.266 0.072
H -1.383 0.091 2.627 0.482
H 1.570 -0.366 0.063 0.192
H -1.139 0.729 -0.737 0.398
H 1.513 0.449 -2.508 0.151


5.
99
Properties=species:S:1:pos:R:3:lowdin_charge:R:1 method="wB97M-V/def2-TZVPD" molar_mass_g_mol=880.6 total_charge=+1 energy_ha=-2737.328835 relative_energy_kj_mol=59.4 gap_ev=8.3
Sn 0.360 -0.260 0.063 1.382
O 1.812 0.193 -1.242 -0.253
C 1.542 0.137 -2.638 -0.433
C 0.077 0.264 -2.903 -0.052
C -0.543 1.516 -2.233 -0.169
C -1.241 2.487 -2.904 0.036
C -1.738 3.544 -2.121 0.027
C -1.570 3.501 -0.741 -0.015
C -1.055 2.461 -0.052 -0.224
C -0.884 2.585 1.422 -0.044
C -1.284 1.276 2.135 -0.422
O -0.546 0.163 1.716 -0.239
C -2.795 1.030 1.883 -0.149
C -3.193 -0.268 2.174 0.016
C -4.584 -0.598 2.022 -0.042
C -5.514 0.378 1.645 -0.062
C -5.033 1.683 1.440 -0.071
C -3.722 2.008 1.613 -0.059
C -1.009 1.522 3.663 -0.111
C 0.114 0.974 4.327 -0.022
C 0.430 1.468 5.533 -0.110
C -0.288 2.440 6.179 -0.075
C -1.411 3.010 5.565 -0.035
C -1.726 2.497 4.314 -0.042
N -0.512 1.509 -0.863 0.085
C 2.290 -1.066 -3.169 -0.177
C 3.670 -1.061 -3.099 -0.021
C 4.378 -2.174 -3.420 -0.083
C 3.793 -3.277 -3.981 -0.066
C 2.382 -3.248 -4.123 -0.047
C 1.657 -2.131 -3.702 -0.035
C 2.213 1.317 -3.383 -0.155
C 2.449 1.317 -4.756 -0.018
C 2.809 2.478 -5.411 -0.066
C 3.166 3.566 -4.664 -0.078
C 3.176 3.450 -3.281 -0.078
C 2.623 2.399 -2.620 -0.029
H -0.529 -0.598 -2.494 0.120
H -0.141 0.225 -3.893 0.104
H -1.291 2.465 -3.960 0.119
H -2.169 4.391 -2.600 0.113
H -1.917 4.312 -0.115 0.125
H -1.470 3.438 1.852 0.136
H 0.187 2.751 1.613 0.150
H -2.538 -1.044 2.503 0.115
H -4.892 -1.602 2.200 0.093
H -6.573 0.072 1.474 0.121
H -5.757 2.406 1.130 0.100
H -3.379 3.030 1.615 0.104
H 0.690 0.201 3.831 0.097
H 1.388 1.167 6.012 0.123
H -0.006 2.890 7.119 0.106
H -1.980 3.743 6.039 0.090
H -2.590 2.897 3.792 0.110
H 4.280 -0.320 -2.752 0.102
H 5.408 -2.073 -3.294 0.094
H 4.351 -4.160 -4.255 0.103
H 1.932 -4.198 -4.529 0.121
H 0.593 -2.161 -3.737 0.110
H 2.096 0.558 -5.382 0.108
H 2.872 2.409 -6.479 0.109
H 3.502 4.445 -5.166 0.102
H 3.639 4.275 -2.722 0.114
H 2.392 2.280 -1.552 0.105
O 1.200 -2.641 -0.236 -0.138
C 2.357 -3.390 0.329 -0.137
C 2.060 -3.544 1.817 -0.158
C 1.636 -2.280 2.508 -0.160
C 2.532 -1.141 2.180 -0.265
C 3.783 -1.118 2.784 0.025
C 4.635 -0.086 2.461 -0.021
C 4.276 0.914 1.605 -0.044
C 3.074 0.835 1.046 -0.082
N 2.197 -0.181 1.311 0.049
H 0.426 -3.240 -0.143 0.094
H 3.219 -2.735 0.093 0.131
H 2.588 -4.318 -0.215 0.134
H 2.921 -3.978 2.351 0.129
H 1.184 -4.208 1.997 0.140
H 1.524 -2.454 3.575 0.141
H 0.601 -2.040 2.282 0.092
H 4.038 -1.881 3.479 0.124
H 5.650 0.061 2.848 0.132
H 4.957 1.741 1.370 0.138
H 2.702 1.542 0.338 0.096
O -3.809 -4.189 1.592 0.092
C -4.776 -3.882 0.635 -0.486
O -5.750 -4.540 0.637 0.164
C -4.482 -2.770 -0.253 -0.085
C -5.507 -2.140 -0.965 0.001
N -4.973 -1.097 -1.602 0.005
N -3.646 -0.994 -1.504 0.150
C -3.357 -2.046 -0.641 -0.129
C -1.941 -2.186 -0.196 -0.493
O -1.618 -2.911 0.720 0.081
O -1.069 -1.404 -0.800 -0.141
H -2.980 -3.892 1.203 0.036
H -6.596 -2.251 -1.022 0.156
H -5.444 -0.449 -2.220 0.168


6.
17
Properties=species:S:1:pos:R:3:nbo_charge:R:1 method="wB97M-V/def2-TZVPD" molar_mass_g_mol=116.2 total_charge=+1 energy_ha=-649.068283 relative_energy_kj_mol=412.5 gap_ev="7.3 / 7.3"
C -0.714 -1.439 -0.896 -0.203
C -0.613 -0.511 0.286 -0.256
C -1.734 0.108 1.020 -0.017
C 1.792 1.061 -0.006 -0.622
C 1.307 0.099 -1.067 -0.222
N -0.156 -0.054 -1.032 -0.318
S -1.724 0.793 2.592 0.410
H -0.173 -2.415 -0.991 0.257
H -1.727 -1.432 -1.446 0.232
H 0.188 -0.751 0.985 0.227
H -2.655 0.089 0.413 0.251
H 2.772 1.191 -0.204 0.236
H 1.360 2.022 -0.162 0.222
H 1.677 0.679 0.992 0.195
H 1.739 -1.008 -0.848 0.173
H 1.704 0.435 -2.082 0.248
H -3.042 1.131 2.448 0.188


7.
22
Properties=species:S:1:pos:R:3:nbo_charge:R:1 method="wB97M-V/def2-TZVPD" molar_mass_g_mol=116.2 s2=0.76 energy_ha=-366.818587 relative_energy_kj_mol=292.2 spin_multiplicity=2 gap_ev="10.4 / 7.1"
C 0.953 -0.351 1.288 -0.271
N -0.199 -1.085 1.808 -0.459
C -1.494 -0.239 2.249 0.095
O -2.407 -0.672 1.503 -0.501
C 0.962 -0.628 -0.225 -0.408
C -0.071 0.226 -1.087 -0.236
C -0.248 -0.292 -2.430 -0.657
C 0.569 1.647 -0.861 -0.610
H 1.842 -0.886 1.762 0.223
H 0.806 0.652 1.755 0.219
H -0.663 -1.794 1.108 0.388
H -1.542 -0.317 3.399 0.120
H -1.275 0.935 2.226 0.163
H 2.007 -0.227 -0.647 0.195
H 0.940 -1.721 -0.539 0.218
H -1.003 0.169 -0.326 0.219
H -0.119 0.576 -3.094 0.222
H 0.165 -1.263 -2.727 0.226
H -1.282 -0.617 -2.561 0.231
H -0.159 2.408 -1.387 0.208
H 1.543 1.594 -1.438 0.203
H 0.676 1.885 0.226 0.213


8.
43
Properties=species:S:1:pos:R:3:nbo_charge:R:1 method="wB97M-V/def2-TZVPD" molar_mass_g_mol=617.2 total_charge=+1 s2=6.03 energy_ha=-3505.517643 relative_energy_kj_mol=75.6 spin_multiplicity=5 gap_ev="6.0 / 6.0"
Co 0.256 -0.794 -0.119 1.031
C 4.013 -1.376 1.645 -0.604
C 2.834 -1.911 2.465 -0.249
C 2.731 -3.425 2.293 -0.610
C 1.531 -1.183 2.197 -0.001
C 1.467 0.218 2.254 -0.187
C 0.258 0.895 2.194 -0.219
C -0.962 0.217 2.074 -0.006
C -2.271 0.946 2.127 -0.644
C -0.911 -1.172 1.970 -0.312
C 0.315 -1.859 2.028 -0.247
H 4.931 -1.867 1.967 0.228
H 4.153 -0.302 1.764 0.209
H 3.869 -1.587 0.586 0.223
H 3.057 -1.710 3.519 0.230
H 2.469 -3.682 1.262 0.200
H 2.000 -3.869 2.970 0.212
H 3.696 -3.878 2.511 0.237
H 2.377 0.789 2.378 0.244
H 0.254 1.975 2.287 0.239
H -2.551 1.116 3.168 0.250
H -3.068 0.369 1.660 0.232
H -2.211 1.920 1.642 0.229
H -1.833 -1.740 1.955 0.251
H 0.291 -2.940 2.066 0.241
N -2.750 3.046 -5.220 -0.742
C -2.251 3.478 -4.056 0.073
S -2.124 5.095 -3.740 -0.078
C -1.827 2.451 -3.064 -0.036
C -1.945 1.081 -3.292 -0.218
C -1.506 0.186 -2.335 0.053
N -0.953 0.558 -1.179 -0.559
C -0.847 1.874 -0.952 0.047
C -1.270 2.832 -1.844 -0.188
H -3.026 3.729 -5.905 0.427
H -2.836 2.072 -5.451 0.392
H -2.370 0.673 -4.198 0.219
H -1.607 -0.876 -2.511 0.205
H -0.383 2.173 -0.023 0.207
H -1.158 3.879 -1.605 0.268
S 2.049 -0.390 -1.157 -0.377
I -0.181 -3.313 -1.069 0.056
I -1.707 -3.701 -3.262 0.077